Computed, not measured: C47H38GeN9Sc as an isolated structure, with ωB97M-V/def2-TZVPD.

Results
**Total charge**: +4
**LUMO energy**: -11.686 eV
**Total energy**: -5143.1231 hartree
**Kohn-Sham gap**: 5.956 eV

Last column: Mulliken charge in e.
Geometry (Å):
Ge (-0.400, -2.041, -2.311)  0.106
Sc (1.002, 1.499, 0.323)  -0.242
N (2.194, 1.077, -1.614)  0.971
N (2.757, 1.054, 1.738)  0.775
N (-0.232, 3.078, 1.457)  0.419
N (0.397, -0.145, 1.679)  1.529
N (-1.859, -4.451, 6.789)  -0.488
N (-3.871, 0.605, -0.216)  -0.465
N (-1.099, 0.586, -0.396)  1.299
N (4.881, 0.110, 3.227)  -0.480
N (0.474, 3.046, -1.126)  0.293
C (-0.490, -1.906, 3.669)  0.069
C (0.648, -1.180, -6.238)  -0.828
C (0.527, -1.767, -3.910)  0.990
C (3.127, 0.118, -1.769)  0.716
C (2.600, 0.007, 2.572)  -0.421
C (1.002, 3.042, -2.365)  0.624
C (-0.004, -1.095, -5.022)  -0.243
C (3.318, -0.899, -0.682)  -1.404
C (-4.510, -2.541, -2.653)  -0.734
C (-3.227, -2.090, -2.894)  -0.347
C (3.691, -0.481, 3.275)  -0.394
C (-2.474, -3.174, -0.841)  -0.486
C (-2.710, -3.693, 6.103)  -0.506
C (-2.201, -2.409, -1.988)  1.076
C (3.907, 0.044, -2.917)  -0.839
C (2.768, 1.960, -3.766)  -1.067
C (-2.107, 4.507, 0.995)  -0.806
C (-3.123, 0.062, 0.733)  -0.692
C (-1.725, 3.718, 3.209)  -0.811
C (-0.569, -4.399, 6.468)  -0.506
C (2.017, 1.987, -2.614)  0.534
C (-4.774, -3.312, -1.521)  -0.542
C (-1.338, -1.473, 2.634)  -0.644
C (1.710, -2.514, -4.022)  -0.425
C (-3.763, -3.633, -0.621)  -0.776
C (0.620, 3.985, -3.301)  -0.938
C (2.340, -2.609, -5.254)  -0.698
C (0.290, 2.362, 3.757)  -1.530
C (1.811, -1.942, -6.353)  -0.568
C (-0.963, -2.799, 4.734)  0.851
C (-0.259, 4.990, -2.919)  -1.113
C (-2.514, 4.415, 2.324)  -0.892
C (5.015, 1.177, 2.452)  -0.559
C (-1.734, 0.019, 0.645)  0.393
C (3.959, 1.630, 1.667)  -0.532
C (-0.961, 3.856, 0.606)  0.777
C (-3.246, 1.111, -1.274)  -1.077
C (-0.073, -3.594, 5.452)  -0.632
C (0.824, -1.412, 3.654)  -0.735
C (-1.864, 1.122, -1.356)  -0.438
C (-0.423, 3.982, -0.768)  0.586
C (-0.777, 5.003, -1.633)  -0.978
C (-2.315, -2.854, 5.071)  -0.610
C (-0.879, -0.577, 1.697)  -0.348
C (-0.581, 3.060, 2.760)  1.175
C (3.734, 0.970, -3.922)  -0.930
C (1.236, -0.566, 2.649)  -0.043
H (2.302, -2.025, -7.314)  0.471
H (-1.681, -3.440, -0.150)  0.477
H (0.242, -0.681, -7.108)  0.483
H (-3.979, -4.256, 0.237)  0.510
H (-0.532, 5.768, -3.622)  0.508
H (4.650, -0.738, -3.003)  0.625
H (1.282, 2.172, 3.361)  0.103
H (-1.359, 1.552, -2.213)  0.397
H (2.640, 2.710, -4.531)  0.483
H (-2.346, -1.857, 2.565)  0.752
H (-3.751, -3.758, 6.393)  0.403
H (-5.305, -2.316, -3.351)  0.475
H (0.982, -3.637, 5.215)  0.485
H (-2.683, 5.086, 0.287)  0.436
H (3.231, -3.213, -5.362)  0.503
H (3.539, -1.875, -1.111)  0.573
H (4.175, -0.635, -0.058)  0.372
H (-1.968, 3.689, 4.264)  0.559
H (1.503, -1.667, 4.456)  0.733
H (3.622, -1.376, 3.881)  0.544
H (0.491, -2.465, -1.138)  -0.085
H (-0.922, -0.526, -4.946)  0.394
H (-3.860, 1.529, -2.063)  0.551
H (4.085, 2.464, 0.987)  0.534
H (-0.164, 1.427, 4.094)  0.301
H (-3.416, 4.913, 2.657)  0.530
H (0.097, -5.028, 7.047)  0.404
H (-3.020, -1.520, -3.792)  0.336
H (-3.058, -2.238, 4.581)  0.469
H (-1.425, 5.805, -1.312)  0.559
H (5.976, 1.676, 2.443)  0.467
H (2.435, -0.998, -0.049)  0.000
H (-5.778, -3.676, -1.348)  0.470
H (0.402, 2.992, 4.640)  0.683
H (-3.644, -0.333, 1.596)  0.648
H (4.337, 0.933, -4.820)  0.527
H (2.116, -3.050, -3.171)  0.378
H (1.005, 3.965, -4.309)  0.524